The following is a DFT calculation (ωB97M-V with the def2-TZVPD basis set) of a 2-piece molecular cluster, CH6N2O3S overall.

```
! wB97M-V def2-TZVPD RIJCOSX def2/J DEFGRID3
* xyz 0 1
C 0.109 -1.806 -0.077
N 0.080 2.178 -0.033
N -0.018 1.209 0.794
O 1.963 -0.332 1.061
O 1.181 0.273 -1.288
O -1.830 0.358 0.089
S 0.920 -0.137 0.085
H -0.901 -1.692 -0.272
H 0.609 -2.281 -0.892
H 0.237 -2.358 0.873
H -0.765 2.682 -0.262
H 0.606 2.102 -0.932
H -2.192 -0.196 0.853
*
```

Properties
molar mass: 126.1 g mol⁻¹
LUMO (alpha / beta): -0.987 / -1.167 eV

natural (NBO) analysis output, partial charges in e: atom 1 (C): -0.79, atom 2 (N): -0.51, atom 3 (N): -0.20, atom 4 (O): -0.92, atom 5 (O): -0.95, atom 6 (O): -0.77, atom 7 (S): 2.15, atom 8 (H): 0.25, atom 9 (H): 0.25, atom 10 (H): 0.24, atom 11 (H): 0.40, atom 12 (H): 0.40, atom 13 (H): 0.44